{"formula": "C30H31AsBF4N2O3PPdS", "method": "ωB97M-V/def2-TZVPD", "symbols": ["Pd", "C", "S", "O", "O", "O", "H", "H", "H", "C", "C", "As", "C", "C", "C", "C", "C", "C", "C", "C", "C", "C", "C", "C", "P", "C", "C", "C", "C", "C", "C", "C", "C", "C", "C", "C", "C", "H", "H", "H", "H", "H", "H", "H", "H", "H", "H", "H", "H", "H", "H", "H", "H", "H", "H", "H", "H", "H", "H", "H", "H", "N", "C", "C", "C", "N", "H", "H", "H", "H", "F", "B", "F", "F", "F"], "positions_angstrom": [[-0.92, 3.48, -0.29], [-3.50, -2.23, 1.28], [-2.56, -2.12, 2.81], [-3.01, -3.27, 3.60], [-1.16, -2.24, 2.38], [-2.89, -0.82, 3.37], [-3.33, -3.21, 0.83], [-3.16, -1.43, 0.62], [-4.55, -2.10, 1.51], [0.66, -0.91, 0.02], [0.24, -1.56, -1.29], [1.46, -3.01, -1.88], [0.20, -3.92, -3.08], [-0.61, -3.20, -3.95], [-1.46, -3.85, -4.84], [-1.50, -5.24, -4.88], [-0.69, -5.97, -4.02], [0.16, -5.31, -3.13], [1.30, -4.24, -0.37], [0.15, -4.31, 0.41], [0.09, -5.18, 1.50], [1.17, -6.00, 1.78], [2.31, -5.95, 0.99], [2.38, -5.06, -0.07], [-0.50, 0.51, 0.37], [0.25, 1.76, -0.76], [-0.51, 2.12, -1.92], [0.13, 2.85, -2.96], [1.46, 3.19, -2.87], [2.22, 2.80, -1.75], [1.63, 2.11, -0.72], [0.13, 1.07, 2.00], [-0.68, 1.95, 2.73], [-0.30, 2.42, 3.98], [0.89, 1.99, 4.54], [1.68, 1.08, 3.86], [1.30, 0.62, 2.61], [1.70, -0.57, -0.03], [0.55, -1.62, 0.85], [0.25, -0.82, -2.10], [-0.77, -1.96, -1.22], [-0.60, -2.12, -3.93], [-2.09, -3.27, -5.50], [-2.16, -5.75, -5.57], [-0.72, -7.05, -4.03], [0.77, -5.89, -2.45], [-0.69, -3.67, 0.22], [-0.79, -5.16, 2.13], [1.13, -6.68, 2.63], [3.16, -6.59, 1.22], [3.29, -5.00, -0.67], [-1.46, 1.64, -2.11], [-0.45, 3.13, -3.83], [1.92, 3.76, -3.67], [3.26, 3.07, -1.69], [2.22, 1.82, 0.14], [-1.64, 2.25, 2.31], [-0.96, 3.09, 4.51], [1.19, 2.34, 5.52], [2.60, 0.72, 4.30], [1.92, -0.11, 2.10], [1.26, 4.63, 1.75], [2.22, 5.56, 1.92], [1.87, 6.64, 1.15], [0.65, 6.27, 0.54], [0.30, 5.05, 0.91], [1.17, 3.72, 2.16], [3.06, 5.37, 2.57], [2.40, 7.57, 1.04], [0.03, 6.82, -0.14], [-2.78, 7.60, 0.65], [-2.62, 7.20, -0.69], [-1.61, 7.99, -1.28], [-3.82, 7.35, -1.40], [-2.20, 5.84, -0.73]], "lowdin_charge": [0.52, -0.18, 0.32, -0.41, -0.40, -0.38, 0.04, 0.03, 0.05, -0.44, -0.47, 1.28, -0.41, -0.12, -0.10, -0.11, -0.10, -0.12, -0.43, -0.10, -0.06, -0.10, -0.11, -0.15, 1.07, -0.54, -0.26, -0.12, -0.13, -0.12, -0.13, -0.38, -0.13, -0.10, -0.11, -0.10, -0.09, 0.06, 0.05, 0.05, 0.06, 0.09, 0.10, 0.09, 0.09, 0.09, 0.09, 0.11, 0.09, 0.09, 0.08, 0.08, 0.09, 0.09, 0.09, 0.09, 0.10, 0.10, 0.09, 0.09, 0.09, 0.00, -0.12, -0.08, -0.12, -0.02, 0.12, 0.10, 0.08, 0.09, 0.08, -1.25, 0.06, 0.08, 0.04], "de_lowest_kcal_mol": 7.73, "charge": -2, "largest_force_ev_per_a": 0.61, "gap_ev": 6.5}